The following is a DFT calculation (ωB97M-V with the def2-TZVPD basis set) of C18H15F3N3O7RuS2 as an isolated structure at a distorted geometry.

```
! wB97M-V def2-TZVPD RIJCOSX def2/J DEFGRID3
* xyz 0 2
H 3.05176 1.62805 -3.54869
C -1.26216 -0.15008 2.44054
C -1.09289 -1.43059 4.43465
C -3.25637 1.90202 -0.61746
H -1.15178 2.98652 -5.01324
H -1.54557 -2.01176 5.22669
F 1.49580 -4.07744 -0.56903
O 4.39240 -0.46762 -1.09766
N 0.06849 0.01053 2.37174
C -1.92026 1.53219 -0.69733
O -0.36651 -1.17342 -1.77345
H 2.67759 -0.24068 4.39351
C 0.57512 2.25765 -3.97329
C 0.72413 -3.65955 -1.56270
H -3.89128 0.64222 2.44462
C -3.98179 1.56102 0.50842
O -1.78226 -3.05825 -1.14914
H -2.94973 -1.02484 3.43106
N -1.34046 0.85314 0.29271
C -3.35971 0.87781 1.53512
H -2.65432 2.55879 -3.10117
H 2.48653 0.78811 2.93926
C 2.47073 1.28249 -2.69761
H 2.50121 0.19286 -2.68669
F 1.46356 -3.21929 -2.57220
O 2.14436 -1.35659 -0.77503
C -0.75464 2.58178 -4.09182
H -3.72451 2.45661 -1.41594
H 1.25317 2.41145 -4.80009
C 0.83650 -0.48063 3.35719
C 2.28658 -0.18534 3.37937
C 0.26324 -1.21039 4.40641
H 2.83457 -0.90616 2.77124
O -0.21531 -2.09440 0.44767
N 0.23554 1.54117 -1.72627
O 3.78794 -1.53520 1.00172
H 0.90358 -1.59716 5.18643
C -1.88065 -0.86980 3.44139
Ru 0.76172 0.04552 0.04841
F 0.02554 -4.71225 -2.01264
C 1.05619 1.70920 -2.78007
C -1.59730 2.35643 -3.01895
O 2.76939 0.59739 0.36801
H 2.93786 1.61846 -1.77801
C -1.06934 1.83605 -1.85248
C -2.02340 0.53146 1.39154
S -0.53005 -2.38757 -0.96411
H -5.02527 1.83416 0.58538
S 3.37205 -0.74404 -0.12798
*
```

Output
- ⟨S²⟩ = 0.7792
- ΔE to the lowest compared entry with this formula, charge and spin (kJ/mol) = 288.3